P) DFT (ωB97M-V/def2-TZVPD) results for 3 unconnected molecules or ions with the total composition C4H15NO3.

CARTESIAN COORDINATES (ANGSTROEM)
C 1.768 -0.993 -0.754
N 1.836 0.116 0.204
C 1.054 1.290 -0.118
C -0.440 1.184 0.074
C -1.127 2.569 -0.017
O -2.409 2.449 0.557
H 2.729 -1.467 -0.693
H 0.870 -1.553 -0.537
H 1.709 -0.575 -1.763
H 2.774 0.358 0.477
H 1.532 2.168 0.357
H 1.336 1.513 -1.183
H -1.022 0.446 -0.469
H -0.716 0.817 1.073
H -1.200 2.976 -1.063
H -0.590 3.228 0.655
H -2.897 1.671 0.296
H -1.788 -2.942 3.432
H -1.018 -4.110 2.776
O -0.992 -3.488 3.500
H -0.364 -2.521 -1.905
H -0.288 -1.487 -2.863
O -0.757 -1.652 -2.036

M   125.17 g mol⁻¹
LUMO energy   0.481 eV
Total charge   0
Spin multiplicity   1

Q) DFT (ωB97M-V/def2-TZVPD) results for 3 unconnected molecules or ions with the total composition C4H15NO3.

CARTESIAN COORDINATES (ANGSTROEM)
C -0.520 -0.325 -0.398
O 0.626 -0.003 0.411
C -0.147 -0.175 -1.864
C 1.305 -0.577 -2.157
C 2.337 0.568 -2.021
N 2.367 1.429 -3.226
H -0.854 -1.340 -0.174
H -1.295 0.375 -0.097
H 0.320 0.212 1.298
H -0.799 -0.767 -2.509
H -0.286 0.855 -2.202
H 1.553 -1.443 -1.543
H 1.389 -0.877 -3.198
H 3.297 0.091 -1.868
H 2.064 1.231 -1.215
H 1.506 1.315 -3.754
H 3.080 1.101 -3.865
H -5.062 -1.434 5.184
H -4.475 -0.052 5.241
O -4.227 -0.977 5.329
H -0.996 1.008 4.249
H -0.794 -0.518 4.333
O -0.387 0.303 4.045

M   125.17 g mol⁻¹
LUMO energy   0.408 eV
Total charge   0
Spin multiplicity   1

Tell me which of them is the least stable. Sure, it is P).